[1]
# C2HO4S

The ion C2HO4S with charge -1 (the ωB97M-V functional and the def2-TZVPD basis, the Open Molecules 2025 dataset).

Summary:
E_LUMO: 3.8 eV
charge: -1
molar mass: 121.093 g mol⁻¹
SMILES string: O=C=CS(=O)(=O)[O-]
orbital gap: 8.80 eV

```
8
Properties=species:S:1:pos:R:3:forces:R:3
O 0.071 0.357 -2.494 -0.10 0.54 -2.00
C 0.216 -0.276 -1.548 -0.23 0.82 -0.55
C 0.245 -0.788 -0.394 0.29 -0.81 2.85
S -0.315 0.365 0.920 2.24 2.27 -0.40
O -0.212 -0.336 2.163 0.21 -1.19 0.83
O 0.692 1.483 0.843 -1.87 -1.59 -0.21
O -1.661 0.665 0.530 -0.90 0.67 -0.46
H 0.965 -1.470 -0.022 0.36 -0.72 -0.07
```
Positions in Å, forces in eV/Å.

=====

[2]
# C70H158N8O2

A cluster of 10 separate species, C70H158N8O2 in total (the ωB97M-V functional and the def2-TZVPD basis, the Open Molecules 2025 dataset).

Summary:
E_LUMO: -7.7 eV
charge: +6
molar mass: 1144.088 g mol⁻¹
orbital gap: 2.43 eV

```
238
Properties=species:S:1:pos:R:3:forces:R:3
C 9.100 1.690 1.281 0.68 0.95 0.67
C 8.427 0.663 0.414 1.08 0.17 -1.45
C 6.925 0.986 0.434 -0.10 -0.09 -1.76
O 9.055 0.550 -0.808 -1.38 0.15 0.73
H 10.139 1.391 1.425 -0.04 -0.14 0.49
H 8.528 1.830 2.198 0.27 -0.28 0.73
H 9.192 2.709 0.905 -0.33 0.07 -0.83
H 8.579 -0.244 0.998 -0.24 -1.07 0.55
H 6.837 1.947 -0.073 -0.14 0.68 0.55
H 6.421 0.920 1.398 0.04 0.21 0.15
H 6.398 0.388 -0.309 -0.08 -0.73 0.20
C -0.335 -1.327 -1.596 -0.29 0.10 0.10
C -0.418 -0.834 -0.126 -0.69 -1.98 0.66
C -1.131 0.532 -0.163 -0.01 -0.27 0.30
O -0.971 -1.808 0.759 0.15 1.60 -1.36
H -0.127 -0.500 -2.276 0.62 0.18 -0.13
H -1.300 -1.676 -1.963 -0.34 -0.30 0.38
H 0.382 -2.138 -1.722 0.08 0.05 -0.01
H 0.610 -0.693 0.207 0.58 0.54 -0.09
H -2.063 0.437 -0.719 -0.47 -0.15 0.34
H -0.602 1.322 -0.696 0.53 0.01 0.00
H -1.280 0.845 0.871 -0.35 0.13 -0.04
C 3.899 6.604 3.770 0.45 1.41 0.97
C 5.378 7.139 3.654 -0.16 -0.67 1.45
C 5.546 8.657 4.100 0.85 -0.79 -2.39
N 6.991 9.150 4.224 2.64 0.49 -0.74
C 7.832 9.075 2.903 -1.06 -1.57 -0.32
C 7.825 8.506 5.296 0.86 -0.12 1.33
C 9.016 9.484 5.708 -1.07 -1.66 -2.03
C 8.480 10.806 5.253 -0.74 1.62 0.62
C 7.063 10.596 4.758 -0.89 0.06 -1.02
H 3.657 5.578 3.493 0.76 0.07 -0.27
H 3.209 7.263 3.242 0.05 0.00 -0.25
H 3.630 6.704 4.821 -0.20 -0.10 0.12
H 5.756 6.808 2.687 0.20 1.04 -0.27
H 6.018 6.602 4.354 -0.20 -0.46 0.14
H 5.078 8.983 5.029 -0.27 -0.48 -0.18
H 5.200 9.194 3.216 -0.44 0.65 0.46
H 8.872 9.401 2.925 -0.47 0.79 0.68
H 7.284 9.428 2.030 -0.09 0.78 0.45
H 7.965 8.028 2.630 -0.28 -0.34 0.52
H 8.252 7.531 5.066 -0.65 -0.06 -0.34
H 7.136 8.468 6.140 0.13 -0.42 0.16
H 9.834 9.361 4.998 0.40 -0.92 0.66
H 9.309 9.243 6.730 -0.04 0.59 -0.12
H 9.074 11.198 4.427 0.04 0.15 0.25
H 8.458 11.549 6.050 0.06 0.17 -0.15
H 6.785 11.263 3.942 0.07 -0.01 -0.05
H 6.271 10.698 5.500 0.24 -0.19 0.28
C 9.348 -4.235 -8.708 -0.44 -0.21 0.47
C 7.868 -3.953 -8.327 1.26 0.06 0.00
C 7.685 -2.598 -7.652 -1.47 0.01 -0.37
N 6.188 -2.173 -7.704 -0.39 0.06 -0.01
C 5.235 -3.191 -6.976 0.60 1.98 -1.30
C 5.714 -1.933 -9.227 1.31 -0.45 1.01
C 4.767 -0.760 -9.191 0.12 0.57 1.57
C 5.385 0.142 -8.111 2.16 -0.09 0.92
C 6.042 -0.771 -7.042 -1.14 -0.97 0.15
H 9.689 -3.676 -9.579 -0.13 0.19 0.14
H 9.414 -5.292 -8.967 0.16 0.04 0.04
H 10.007 -4.045 -7.861 0.11 -0.02 -0.10
H 7.546 -4.716 -7.618 -0.10 -0.15 -0.20
H 7.341 -4.067 -9.274 -0.51 0.24 0.24
H 8.244 -1.782 -8.109 -0.06 -0.07 -0.22
H 7.928 -2.585 -6.590 0.13 -0.30 -0.03
H 5.305 -4.158 -7.475 0.06 0.13 0.35
H 4.276 -2.708 -7.161 -0.24 -0.50 0.13
H 5.421 -3.151 -5.903 0.31 -0.34 -0.22
H 5.367 -2.847 -9.709 -0.27 -0.05 0.53
H 6.684 -1.734 -9.683 -0.22 0.47 -0.31
H 3.808 -1.062 -8.769 -0.26 -0.23 -0.47
H 4.615 -0.224 -10.127 0.13 -0.35 -0.03
H 4.789 0.895 -7.595 -0.30 -0.15 -0.46
H 6.325 0.608 -8.404 -0.55 0.73 -1.15
H 5.432 -0.848 -6.141 -0.19 -0.45 -0.12
H 7.000 -0.423 -6.657 0.11 -0.10 -0.51
C -2.059 -14.656 0.453 0.03 1.51 -1.21
C -1.510 -13.296 -0.117 0.39 -0.36 0.11
C -2.591 -12.374 -0.619 -0.33 -0.51 0.37
N -2.140 -10.949 -0.918 -0.56 0.36 0.14
C -1.883 -10.224 0.438 -1.04 1.03 -1.29
C -3.298 -10.155 -1.648 1.03 0.00 0.55
C -2.534 -8.957 -2.197 0.22 0.85 -1.01
C -1.100 -9.456 -2.639 -0.99 0.70 1.44
C -0.954 -10.783 -1.915 -0.74 -1.49 0.03
H -1.214 -15.160 0.922 -0.48 -0.34 -0.09
H -2.469 -15.152 -0.427 0.36 -0.68 0.16
H -2.931 -14.540 1.096 0.38 0.19 0.46
H -0.935 -13.507 -1.019 0.43 -0.36 0.18
H -0.814 -12.815 0.570 -0.18 0.09 0.26
H -3.421 -12.335 0.087 0.08 0.55 0.22
H -3.028 -12.906 -1.464 0.07 0.76 -0.66
H -1.906 -9.167 0.173 0.08 0.01 0.06
H -0.953 -10.344 0.993 -0.04 -0.98 -0.55
H -2.776 -10.379 1.043 0.30 -0.32 0.12
H -4.130 -10.039 -0.953 0.40 0.56 0.35
H -3.779 -10.697 -2.462 0.79 -0.69 -0.04
H -2.438 -8.078 -1.559 -0.09 -0.37 0.48
H -3.017 -8.529 -3.076 -0.30 -0.31 -0.01
H -0.355 -8.768 -2.240 -0.04 0.11 -0.30
H -1.028 -9.475 -3.727 0.15 -0.47 0.23
H -0.016 -10.947 -1.386 -0.18 0.08 0.01
H -1.123 -11.612 -2.601 0.26 -0.07 -0.02
C -7.509 2.600 -9.826 -0.48 -0.11 -0.50
C -6.165 2.586 -9.070 -0.44 0.00 -1.57
C -5.535 3.944 -9.158 0.06 1.79 2.57
N -4.243 4.122 -8.376 2.20 -1.76 0.03
C -3.168 3.227 -9.168 0.58 1.05 1.24
C -4.294 3.704 -6.858 0.70 0.10 -0.83
C -3.178 4.523 -6.181 0.49 1.02 0.29
C -2.723 5.631 -7.191 0.07 -1.02 1.37
C -3.800 5.591 -8.202 0.14 0.39 -2.21
H -7.995 1.628 -9.905 0.45 -0.28 0.24
H -7.452 2.935 -10.862 0.31 0.20 0.04
H -8.272 3.206 -9.337 0.26 0.33 0.16
H -5.452 1.935 -9.577 -0.43 -0.83 0.48
H -6.461 2.336 -8.051 0.85 -0.24 0.11
H -6.155 4.574 -8.520 -0.59 0.66 -0.82
H -5.276 4.405 -10.111 -0.70 -0.39 -0.21
H -2.954 3.553 -10.186 -0.85 0.38 0.00
H -3.401 2.162 -9.161 -0.58 0.35 0.19
H -2.194 3.317 -8.688 -0.18 0.15 0.43
H -4.065 2.653 -6.683 -0.46 -0.08 -0.59
H -5.327 3.932 -6.597 0.23 0.10 0.45
H -2.294 3.976 -5.851 -0.27 -0.62 -0.38
H -3.464 5.018 -5.253 -0.66 -0.15 -0.11
H -1.737 5.393 -7.592 -0.10 0.16 -0.06
H -2.693 6.586 -6.667 0.14 0.02 -0.35
H -3.444 5.982 -9.155 -0.11 -0.32 -0.29
H -4.600 6.282 -7.938 -0.64 -0.79 0.18
C -9.674 -4.523 -6.165 0.11 -0.75 -0.36
C -9.671 -4.315 -4.652 0.01 -0.51 -1.18
C -10.035 -2.890 -4.402 0.50 -0.49 1.54
N -10.173 -2.637 -2.866 0.83 1.36 0.57
C -11.435 -3.225 -2.254 -0.53 0.38 -1.34
C -10.269 -1.108 -2.661 -0.11 -0.22 0.10
C -8.839 -0.568 -2.536 -1.45 1.10 0.34
C -8.005 -1.681 -1.966 0.77 -1.23 -2.62
C -8.913 -2.921 -1.989 -0.84 0.04 1.63
H -8.961 -3.886 -6.688 -0.16 0.26 0.04
H -10.673 -4.429 -6.591 0.04 0.29 -0.02
H -9.363 -5.541 -6.403 0.01 -0.05 0.09
H -8.655 -4.525 -4.317 -0.14 -0.07 0.38
H -10.384 -5.028 -4.239 0.13 0.07 0.30
H -10.946 -2.599 -4.924 -0.18 0.07 0.46
H -9.209 -2.288 -4.780 -0.11 0.39 0.32
H -11.612 -4.258 -2.556 0.45 0.02 0.33
H -12.242 -2.647 -2.703 -0.11 -0.07 -0.14
H -11.542 -3.039 -1.186 0.67 -0.26 -0.07
H -10.856 -0.961 -1.755 0.07 0.04 -0.06
H -10.809 -0.702 -3.517 -0.08 0.00 0.18
H -8.800 0.271 -1.841 -0.39 0.16 -0.17
H -8.589 -0.159 -3.515 0.69 -0.33 0.10
H -7.467 -1.461 -1.044 -0.45 -0.29 0.03
H -7.273 -1.887 -2.747 0.66 0.06 0.36
H -9.333 -2.979 -0.985 -0.30 -0.18 -0.02
H -8.420 -3.886 -2.105 -0.23 0.16 -0.78
C -0.164 0.044 7.577 -0.57 -0.20 -0.61
C -1.658 0.200 7.843 0.15 0.00 1.83
C -2.609 -0.522 6.918 0.34 -0.76 -0.72
N -3.080 -1.970 7.254 -0.55 0.66 0.41
C -3.727 -2.063 8.728 0.62 -1.14 -2.21
C -1.998 -3.087 7.032 -0.72 1.26 2.62
C -2.849 -4.339 6.808 0.08 0.04 -0.35
C -4.065 -3.830 6.042 -0.22 0.03 -1.39
C -4.095 -2.318 6.172 -0.01 0.28 0.43
H 0.473 0.747 8.114 -0.28 -0.15 0.25
H 0.016 0.219 6.516 0.29 -0.31 -0.07
H 0.051 -0.980 7.880 0.72 0.05 -0.32
H -1.924 1.243 8.017 -0.26 0.07 -0.67
H -1.800 -0.194 8.849 -0.24 -0.12 0.25
H -2.136 -0.724 5.957 0.10 0.44 -0.16
H -3.495 0.080 6.714 -0.18 -0.30 0.23
H -4.345 -2.960 8.756 -0.13 0.04 -0.36
H -4.384 -1.207 8.880 0.61 0.12 0.20
H -2.916 -2.310 9.414 -0.09 0.93 0.14
H -1.497 -3.035 7.999 0.23 -0.67 0.06
H -1.211 -2.750 6.358 -0.71 -0.19 -0.79
H -3.201 -4.838 7.711 0.60 0.17 0.23
H -2.312 -5.053 6.183 0.04 -0.08 0.31
H -5.036 -4.285 6.237 0.29 -0.15 0.45
H -3.849 -4.042 4.995 -0.33 0.03 -0.13
H -5.064 -1.877 6.407 0.06 -0.10 0.22
H -3.755 -1.855 5.246 0.14 0.06 0.14
C 8.173 -2.556 6.108 0.48 -1.35 -0.54
C 7.022 -3.296 5.471 -1.93 0.12 -0.24
C 7.147 -4.806 5.261 0.65 0.18 0.55
N 5.982 -5.516 4.541 1.05 -1.57 1.38
C 4.815 -5.575 5.509 -0.76 0.90 -1.07
C 6.378 -6.997 4.204 0.28 0.12 -0.03
C 5.656 -7.416 2.900 -0.58 1.44 0.09
C 5.057 -6.062 2.365 -0.20 0.14 -0.35
C 5.581 -4.921 3.221 0.65 0.16 0.26
H 7.907 -1.500 6.076 0.52 -0.11 0.28
H 9.056 -2.811 5.523 0.32 0.68 0.05
H 8.345 -2.969 7.102 0.00 0.51 0.21
H 6.744 -2.794 4.545 0.22 -0.11 -0.29
H 6.186 -3.079 6.136 -0.44 -0.31 0.01
H 7.252 -5.289 6.233 -0.35 -0.15 0.08
H 8.110 -5.032 4.802 -0.29 -0.08 -0.78
H 4.975 -5.948 6.521 0.87 -0.13 -0.36
H 4.033 -6.177 5.048 0.03 0.03 -0.05
H 4.462 -4.546 5.578 -0.15 -0.10 0.16
H 6.129 -7.652 5.039 -0.08 0.34 0.12
H 7.465 -6.992 4.129 -0.11 -0.03 -0.28
H 4.839 -8.123 3.042 0.16 0.02 0.38
H 6.313 -7.867 2.156 0.20 0.18 0.28
H 3.969 -6.010 2.332 0.03 -0.47 -0.07
H 5.447 -5.851 1.369 -0.40 -0.21 -0.11
H 4.965 -4.056 3.465 -0.35 -0.26 -0.46
H 6.450 -4.548 2.678 0.40 0.16 0.72
C -2.328 12.971 6.570 -0.94 0.20 -0.01
C -3.011 11.612 6.228 0.87 0.80 -0.02
C -3.017 11.439 4.692 -0.65 -0.06 0.72
N -3.985 10.319 4.209 -0.64 0.20 0.30
C -5.400 10.906 4.345 0.31 -0.42 -0.97
C -3.869 9.096 5.109 0.23 0.43 -0.88
C -4.431 7.913 4.295 0.76 -0.26 0.65
C -4.143 8.264 2.828 -0.05 0.32 0.40
C -3.667 9.719 2.793 -0.60 0.86 1.01
H -1.265 13.033 6.338 0.01 -0.43 0.16
H -2.510 13.194 7.622 0.38 -0.14 0.05
H -2.771 13.821 6.051 -0.26 -0.11 -0.23
H -3.995 11.530 6.688 -0.09 0.37 -0.18
H -2.403 10.884 6.764 -0.02 -0.45 -0.43
H -1.976 11.327 4.388 -0.21 -0.68 -0.46
H -3.378 12.363 4.239 -0.08 -0.10 -0.09
H -6.178 10.145 4.299 0.38 -0.38 0.09
H -5.570 11.528 3.466 0.11 0.37 0.33
H -5.502 11.436 5.292 0.21 0.05 -0.30
H -4.306 9.334 6.079 0.04 -0.27 -0.15
H -2.781 9.062 5.164 -0.01 -0.75 0.55
H -5.457 7.601 4.486 -0.14 0.71 0.04
H -3.872 7.015 4.557 0.15 0.08 0.16
H -5.079 8.171 2.277 0.40 -0.21 -0.37
H -3.337 7.628 2.461 -0.40 -0.04 -0.37
H -4.214 10.279 2.035 0.26 0.27 0.17
H -2.592 9.869 2.685 -0.13 -0.21 -0.14
```
Positions in Å, forces in eV/Å.

=====

[3]
# C4H6O2

An isolated molecule of C4H6O2 (the ωB97M-V functional and the def2-TZVPD basis, the Open Molecules 2025 dataset).

Summary:
E_LUMO: 0.9 eV
molar mass: 86.090 g mol⁻¹
SMILES string: C[C@H]1O[C@H]1C=O
orbital gap: 10.99 eV

```
12
Properties=species:S:1:pos:R:3:forces:R:3
C 0.989 -1.047 -0.333 0.00 -0.03 -0.01
C -0.026 -0.100 -0.933 0.26 -0.03 -0.11
O -1.387 -0.406 -0.672 -0.15 -0.09 0.02
C -0.871 0.790 -0.117 0.08 0.28 0.08
C -0.555 0.865 1.339 0.12 0.28 0.10
O -0.167 1.897 1.833 -0.24 -0.43 -0.06
H 1.803 -0.519 0.175 -0.11 -0.02 -0.13
H 0.490 -1.699 0.390 0.11 0.12 -0.07
H 1.423 -1.677 -1.113 -0.05 0.07 0.11
H 0.182 0.259 -1.941 -0.11 -0.16 0.07
H -1.253 1.714 -0.549 0.14 -0.08 0.06
H -0.628 -0.077 1.920 -0.04 0.10 -0.05
```
Positions in Å, forces in eV/Å.

=====

[4]
# C2H2FORh

A structure of composition C2H2FORh (the ωB97M-V functional and the def2-TZVPD basis, the Open Molecules 2025 dataset).

Summary:
E_LUMO (spin up / spin down): -11.9 / -14.4 eV
multiplicity: 5
charge: +2
molar mass: 163.941 g mol⁻¹
orbital gap (spin up / spin down): 9.76 / 8.89 eV

```
7
Properties=species:S:1:pos:R:3:forces:R:3
C 0.118 -0.799 -0.089 -2.56 -2.76 -1.79
C 0.660 0.434 -0.190 1.76 1.24 4.19
O -0.010 1.237 0.652 3.11 0.40 -1.47
H 0.531 -1.781 0.111 0.12 -0.25 -0.41
F -1.297 -0.803 -0.231 2.22 -1.65 0.76
H 1.753 0.519 -0.218 -0.08 0.56 -0.58
Rh -1.754 1.191 -0.035 -4.57 2.46 -0.71
```
Positions in Å, forces in eV/Å.